P.
The following is a quantum chemistry calculation of a 3-piece molecular cluster, C4H15NO3 overall, from OMol25.

CARTESIAN COORDINATES (ANGSTROEM)
C  -1.70889  0.16922  -0.91908
C  -0.83274  1.33337  -0.35899
C  -1.01781  2.58397  -1.24932
N  0.60989  0.97586  -0.36993
C  1.12634  0.02428  -1.29983
O  0.94403  -1.34844  -0.99030
H  -1.69175  0.14918  -2.00909
H  -1.25826  -0.77058  -0.60173
H  -2.74209  0.23706  -0.58804
H  -1.09829  1.37725  0.69050
H  -1.74899  3.27155  -0.81230
H  -0.04121  3.04102  -1.37915
H  -1.40665  2.34652  -2.23631
H  1.05226  0.80577  0.51948
H  0.66912  0.19205  -2.28145
H  2.17795  0.24423  -1.52211
H  1.60311  -1.60595  -0.33794
O  1.10753  -3.85235  2.62389
H  1.07094  -4.17787  3.52682
H  0.58107  -3.05498  2.51057
O  0.99065  -1.00935  2.21393
H  1.51083  -0.30636  2.62602
H  0.10296  -0.62546  2.24437

Calculated values
SMILES: CC(C)NCO.O.O
Total charge: 0
HOMO level in Eh: -0.3246
LUMO level in Ha: 0.010
Orbital gap in eV: 9.1

Mulliken atomic charge list, values in e, 5 entries: -1.382, 0.421, -1.409, -0.210, -0.680

=====

Q.
The following is a quantum chemistry calculation of a 3-piece molecular cluster, C4H15NO3 overall, from OMol25.

CARTESIAN COORDINATES (ANGSTROEM)
N  -3.32229  0.40468  -2.72532
C  -2.03089  0.39692  -1.97503
C  -2.17233  0.83994  -0.43197
C  -0.85656  1.50290  0.09807
C  0.24396  0.47299  0.32332
O  -0.29777  -0.50396  1.19013
H  -3.85555  1.32802  -2.82245
H  -3.98982  -0.01032  -2.14318
H  -1.56322  -0.59552  -1.95584
H  -1.27865  0.92822  -2.59030
H  -2.65697  -0.03698  0.21902
H  -2.90503  1.59363  -0.30809
H  -1.23068  1.84782  1.15873
H  -0.48753  2.30701  -0.47301
H  1.05969  0.91067  0.73801
H  0.31209  -0.21624  -0.62410
H  -0.49356  0.01329  2.05526
O  7.49825  0.28562  0.30732
H  6.54535  0.52117  -0.00123
H  7.24926  -0.46145  0.97345
O  1.33995  -3.75631  3.33198
H  2.19612  -4.10606  3.01425
H  0.69618  -3.66605  2.64098

Calculated values
SMILES: NCCCCO.O.O
Total charge: 0
HOMO level in Eh: -0.3401
LUMO level in Ha: 0.017
Orbital gap in eV: 9.7

Mulliken atomic charge list, values in e, 5 entries: -0.710, -0.483, -0.443, -0.641, -0.522

=====

Ranking the structures above by energy, P is first and the second is 1.501 eV behind.